28
Properties=species:S:1:pos:R:3 method="wB97M-V/def2-TZVPD" relative_energy_kcal_mol=1.5 gap_ev=8.62 charge=-1 energy_ev=-23792.45792 largest_force_ev_per_a=1.71 lumo_ev=3.031
I -0.410 -0.456 1.308
O -3.741 -1.460 0.431
H -3.632 -0.580 0.064
H -2.886 -1.650 0.834
O 1.372 0.301 4.473
H 1.856 1.058 4.138
H 0.898 -0.041 3.704
O 0.397 -3.632 -0.535
H 0.042 -2.814 -0.166
H 0.518 -3.438 -1.467
O 3.035 0.608 1.193
H 2.234 0.122 0.957
H 2.719 1.324 1.747
O -2.176 -2.219 4.102
H -1.647 -1.743 3.450
H -3.048 -1.825 4.032
C -0.876 1.639 -2.510
C 0.483 1.014 -2.825
C 1.602 1.801 -2.120
O 0.486 -0.346 -2.349
H -1.646 1.062 -3.025
H -0.974 2.671 -2.852
H -1.106 1.650 -1.444
H 0.733 0.977 -3.885
H 2.555 1.874 -2.644
H 1.768 1.541 -1.075
H 1.265 2.843 -2.102
H 0.181 -0.281 -1.434